Record 1
Molecular formula: C11H14BCrN7Se
Method: DFT, wB97M-V/def2-TZVPD

```
35
Properties=species:S:1:pos:R:3:lowdin_charge:R:1
H -0.248 2.898 2.354 0.11
N -0.088 1.795 0.571 0.08
B 0.452 0.709 -1.590 -0.46
N 0.458 1.949 -0.652 0.04
C 1.138 3.107 -0.642 -0.02
Cr -0.794 -1.045 0.930 0.61
H 1.703 3.406 -1.511 0.13
C 0.930 3.728 0.592 -0.01
H 1.272 4.701 0.886 0.10
C 0.143 2.859 1.342 -0.02
H 0.877 1.010 -2.669 0.12
C -0.992 -2.934 1.323 -0.26
H -0.885 -2.926 2.426 -0.01
H -0.187 -3.536 0.880 -0.02
H -1.989 -3.294 1.026 -0.01
N -0.961 0.059 -1.612 0.00
N 1.368 -0.337 -0.909 0.00
N -1.612 -0.515 -0.488 -0.17
N 0.970 -0.949 0.275 -0.08
C -1.729 -0.115 -2.685 -0.09
C 2.592 -0.772 -1.233 -0.05
H -1.372 0.263 -3.644 0.13
H 3.074 -0.429 -2.135 0.12
C -2.910 -0.761 -2.313 -0.06
C 3.016 -1.673 -0.252 -0.04
C -2.827 -0.982 -0.950 -0.10
C 1.989 -1.747 0.687 -0.08
H -3.721 -1.011 -2.979 0.10
H 3.940 -2.209 -0.225 0.09
H -3.516 -1.457 -0.271 0.12
H 1.909 -2.328 1.593 0.13
H -0.817 1.093 0.729 0.09
Se 0.065 1.208 5.021 0.54
C -0.456 0.365 3.583 -0.93
N -0.795 -0.129 2.542 -0.11
```

Summary:
**Relative energy (zero: lowest compared OMol25 entry of this formula, charge and spin)**: 3.8275 eV
**HOMO level (alpha / beta)**: -5.287 / -7.944 eV
**Spin multiplicity**: 5

***

Record 2
Molecular formula: C18H41Cl16NOSi
Method: DFT, wB97M-V/def2-TZVPD

```
78
Properties=species:S:1:pos:R:3:lowdin_charge:R:1
C 3.261 -1.067 -2.628 -0.15
N 1.938 -0.687 -3.182 -0.18
C 0.919 -0.793 -2.125 -0.37
Si -0.831 -0.265 -2.639 0.47
O -1.591 -1.453 -3.606 -0.26
H 3.899 -1.548 -3.396 0.07
H 3.130 -1.744 -1.756 0.04
H 3.843 -0.178 -2.295 0.08
H 2.050 0.267 -3.511 0.09
H 0.856 -1.857 -1.820 0.08
H 1.259 -0.245 -1.214 0.05
H -0.926 1.066 -3.252 -0.03
H -1.647 -0.239 -1.417 -0.09
H -2.001 -2.058 -2.966 0.02
Cl 2.173 -2.590 1.819 0.51
C 3.864 -2.979 2.229 -0.67
C 4.813 -2.666 1.098 -0.68
Cl 4.591 -3.757 -0.293 0.55
H 3.911 -4.029 2.510 0.07
H 4.121 -2.379 3.101 0.04
H 5.842 -2.792 1.434 0.05
H 4.692 -1.643 0.749 0.04
Cl -0.591 1.695 -0.769 0.52
C -0.103 1.687 0.943 -0.61
C 0.154 3.074 1.473 -0.65
Cl 1.604 3.816 0.747 0.54
H 0.779 1.053 1.036 0.04
H -0.918 1.223 1.501 0.05
H 0.325 3.027 2.549 0.07
H -0.689 3.738 1.290 0.07
Cl 3.238 0.260 2.731 0.58
C 4.312 1.653 3.026 -0.64
C 5.361 1.796 1.951 -0.65
Cl 6.554 0.472 1.998 0.56
H 4.760 1.531 4.010 0.07
H 3.681 2.542 3.045 0.06
H 5.912 2.725 2.096 0.07
H 4.915 1.814 0.959 0.07
Cl 7.917 -3.514 -0.693 0.54
C 7.923 -4.704 -2.016 -0.66
C 8.871 -5.848 -1.752 -0.67
Cl 10.577 -5.336 -1.799 0.53
H 8.175 -4.182 -2.937 0.07
H 6.904 -5.082 -2.105 0.06
H 8.748 -6.612 -2.519 0.07
H 8.683 -6.305 -0.782 0.07
Cl -5.781 3.714 -0.807 0.56
C -5.725 1.932 -0.715 -0.65
C -4.820 1.450 0.391 -0.70
Cl -3.101 1.793 0.049 0.58
H -5.407 1.554 -1.685 0.07
H -6.745 1.592 -0.535 0.07
H -4.911 0.371 0.497 -0.01
H -5.073 1.909 1.338 -0.01
Cl -6.471 -1.902 -1.401 0.55
C -5.950 -3.140 -0.227 -0.65
C -5.097 -2.554 0.870 -0.70
Cl -3.510 -2.011 0.268 0.56
H -5.422 -3.920 -0.772 0.07
H -6.854 -3.573 0.200 0.07
H -4.906 -3.308 1.632 0.04
H -5.585 -1.706 1.346 0.01
Cl -3.962 -1.999 3.901 0.60
C -4.053 -0.366 4.606 -0.63
C -5.465 0.168 4.631 -0.62
Cl -6.084 0.499 2.991 0.65
H -3.391 0.281 4.033 0.07
H -3.668 -0.436 5.623 0.07
H -5.491 1.110 5.179 0.08
H -6.149 -0.527 5.115 0.07
Cl -4.590 5.790 -5.289 0.53
C -4.131 5.793 -3.566 -0.68
C -3.870 7.187 -3.048 -0.67
Cl -2.401 7.907 -3.755 0.53
H -3.258 5.154 -3.450 0.07
H -4.958 5.345 -3.018 0.02
H -3.720 7.154 -1.969 0.07
H -4.706 7.852 -3.258 0.07
```

Summary:
**HOMO level**: -8.477 eV
**Spin multiplicity**: 1

***

Record 3
Molecular formula: C7H10N4OPS
Method: DFT, wB97M-V/def2-TZVPD

```
24
Properties=species:S:1:pos:R:3:lowdin_charge:R:1
C 2.164 -2.210 0.537 -0.24
C 1.001 -1.391 0.461 -0.22
C 0.651 -0.868 -0.780 -0.58
C 0.094 -1.482 1.506 -0.33
C -0.679 0.118 -2.378 -0.23
C 0.273 -0.671 -3.287 -0.40
C 0.380 1.860 1.481 -0.09
N 3.079 -2.905 0.465 0.22
N -0.267 -0.015 -1.016 -0.03
N -1.017 -0.702 1.585 -0.03
N 0.256 -2.387 2.564 0.16
O -2.444 1.381 1.098 -0.21
P -1.139 0.823 1.060 0.83
S 1.341 -1.609 -2.200 1.07
H -0.574 1.184 -2.603 0.12
H -1.739 -0.191 -2.540 0.14
H -0.187 -1.092 -4.189 0.10
H 1.036 0.076 -3.610 0.08
H 0.281 2.347 2.510 0.10
H 1.190 1.192 1.517 0.02
H 0.586 2.604 0.711 0.07
H -1.842 -1.180 2.015 0.18
H 1.321 -2.480 2.626 0.13
H 0.040 -2.263 3.558 0.13
```

Summary:
**Relative energy (zero: lowest compared OMol25 entry of this formula, charge and spin)**: 1.4300 eV
**Net charge**: +1
**HOMO level**: -12.770 eV
**Spin multiplicity**: 1